# 1
# C3H7NO2S

A single C3H7NO2S molecule (ωB97M-V/def2-TZVPD, the OMol25 dataset).

ORCA input file:
```
! wB97M-V def2-TZVPD RIJCOSX def2/J DEFGRID3
* xyz 0 1
C 1.7295 -0.8713 0.2957
C -1.3900 -0.1597 -0.1583
C -0.9704 1.1971 0.4038
H 1.2762 -0.8527 1.2808
H 2.0795 -1.8984 0.0988
H 2.5890 -0.1534 0.2680
H -0.5205 -1.8064 -1.0503
H -1.8659 1.6468 0.8606
H -0.1334 0.9508 1.1134
H 0.2431 1.8954 -0.9380
N -0.3773 -0.9023 -0.6459
O 0.8948 -0.4030 -0.7627
O -0.6279 2.1288 -0.6107
S -2.9264 -0.7716 -0.1553
*
```

The value obtained for the calculated total energy is -19642.362 eV. The calculation puts the maximum force at 0.031 Eh/bohr. For the frontier orbital gap, the calculation gives 8.90 eV. The energy above the lowest of the compared OMol25 structures with the same formula, charge and spin is 74.8 kcal/mol.

# 2
# C25H28N4O6

A single C25H28N4O6 molecule (ωB97M-V/def2-TZVPD, the OMol25 dataset).

ORCA input file:
```
! wB97M-V def2-TZVPD RIJCOSX def2/J DEFGRID3
* xyz 0 1
C 4.9876 2.4136 -0.1909
H 4.3122 3.2750 -0.1655
O 4.9460 1.6715 1.0046
C 3.7375 0.9853 1.2240
C 2.5990 1.8998 1.7072
N 1.3705 1.1530 1.8430
C 0.2757 1.4276 1.1135
O 0.1844 2.3864 0.3714
C -0.8650 0.4133 1.2815
N -1.1931 -0.0825 -0.0619
C -0.4410 -1.0964 -0.5283
O 0.4551 -1.5801 0.1556
C -0.7718 -1.6283 -1.9127
H -0.4737 -0.8856 -2.6576
H -1.8514 -1.7655 -1.9864
C -0.0671 -2.9600 -2.2084
C 1.3199 -2.7627 -2.8088
O 1.5625 -3.0275 -3.9664
N 2.2141 -2.2609 -1.9169
C 3.5536 -1.9601 -2.1098
N 4.1320 -1.4081 -1.0461
C 5.4162 -1.0996 -1.1118
C 6.1925 -1.3138 -2.2376
C 5.5839 -1.8807 -3.3496
C 4.2443 -2.2137 -3.2971
H 3.7348 -2.6562 -4.1357
H 6.1503 -2.0638 -4.2513
H 7.2371 -1.0460 -2.2456
H 5.8314 -0.6564 -0.2161
H 1.8671 -2.0525 -0.9777
H -0.6515 -3.5263 -2.9341
H 0.0182 -3.5390 -1.2872
C -2.1750 0.6626 -0.8209
C -3.5744 0.2661 -0.4607
C -4.1624 -0.9545 -0.2972
C -5.5041 -0.7006 0.0780
C -5.6302 0.6517 0.1115
O -4.4689 1.2440 -0.2120
H -6.4606 1.2893 0.3390
H -6.2612 -1.4266 0.2899
H -3.7028 -1.9147 -0.4134
H -2.0448 1.7251 -0.5979
H -1.9967 0.5242 -1.8893
C -2.0796 0.9670 1.9832
C -2.9477 0.0782 2.6115
C -4.1013 0.5231 3.2200
C -4.4054 1.8819 3.2206
C -3.5339 2.7764 2.6132
C -2.3835 2.3207 1.9962
H -1.7242 3.0287 1.5190
H -3.7617 3.8340 2.6134
O -5.5559 2.2835 3.8199
H -5.6430 3.2424 3.7542
H -4.7835 -0.1626 3.6959
H -2.7217 -0.9780 2.6094
H -0.4976 -0.4568 1.8373
H 1.4231 0.2844 2.3519
H 2.4037 2.6928 0.9820
H 2.8720 2.3538 2.6657
H 3.4221 0.4513 0.3168
H 3.9626 0.2462 1.9987
H 4.7312 1.7857 -1.0523
H 6.0116 2.7683 -0.2931
*
```

The value obtained for the calculated total energy is -44625.755 eV. The calculation puts the maximum force at 0.017 Eh/bohr. For the frontier orbital gap, the calculation gives 8.98 eV. The energy above the lowest of the compared OMol25 structures with the same formula, charge and spin is 0.6 kcal/mol.

# 3
# C6H12O

2 unconnected molecules or ions with the total composition C6H12O (ωB97M-V/def2-TZVPD, the OMol25 dataset).

ORCA input file:
```
! wB97M-V def2-TZVPD RIJCOSX def2/J DEFGRID3
* xyz 0 1
C 1.6450 1.0150 1.9655
C 1.1155 0.6396 0.5862
C -0.0665 -0.2848 0.7490
C -1.0404 0.5459 -1.9720
C -1.8837 -0.4782 -2.0557
C -0.1688 -1.5889 0.1027
O 0.1625 -1.4640 1.4829
H 2.5337 1.6450 1.9200
H 0.8829 1.5452 2.5484
H 1.9142 0.1041 2.5054
H 0.7949 1.5211 0.0193
H 1.8862 0.1459 -0.0171
H -1.0086 0.2230 0.9624
H -0.0128 0.4984 -2.3632
H -1.3001 1.4872 -1.4608
H -2.9173 -0.4090 -1.6841
H -1.1570 -2.0193 -0.1157
H -1.6269 -1.4195 -2.5722
H 0.6381 -1.9226 -0.5635
*
```

The value obtained for the calculated total energy is -8461.729 eV. The calculation puts the maximum force at 0.014 Eh/bohr. For the frontier orbital gap, the calculation gives 11.02 eV. The energy above the lowest of the compared OMol25 structures with the same formula, charge and spin is 60.5 kcal/mol.

# 4
# C6H12O

A molecular structure, C6H12O (ωB97M-V/def2-TZVPD, the OMol25 dataset).

ORCA input file:
```
! wB97M-V def2-TZVPD RIJCOSX def2/J DEFGRID3
* xyz 0 1
C -2.1068 -1.0977 -0.3641
C -1.1413 0.0471 -0.4708
C -1.4347 1.2923 0.1489
C 0.5157 -0.9035 0.5097
O 1.3448 -1.2856 -0.5907
C 1.8936 -0.4023 0.3768
C 2.2213 0.9954 -0.0898
H -2.9352 -0.8863 -1.0520
H -1.6421 -2.0465 -0.6388
H -2.5218 -1.1729 0.6455
H -0.4933 0.0438 -1.3479
H -2.2480 1.3628 0.8642
H -0.9356 2.1974 -0.1783
H -0.4349 0.3752 0.5831
H 0.3332 -1.7130 1.2285
H 2.6626 -0.8646 1.0031
H 1.4567 1.3680 -0.7789
H 3.1842 1.0116 -0.6128
H 2.2816 1.6789 0.7642
*
```

The value obtained for the calculated total energy is -8458.135 eV. The calculation puts the maximum force at 0.005 Eh/bohr. For the frontier orbital gap, the calculation gives 8.09 eV. The energy above the lowest of the compared OMol25 structures with the same formula, charge and spin is 143.4 kcal/mol.

# 5
# C15H22N2S

A single C15H22N2S molecule (ωB97M-V/def2-TZVPD, the OMol25 dataset).

ORCA input file:
```
! wB97M-V def2-TZVPD RIJCOSX def2/J DEFGRID3
* xyz 0 1
C 2.2920 -0.6800 -3.0264
H 2.1871 -0.8128 -4.0997
H 3.1338 -1.2738 -2.6790
H 2.4982 0.3698 -2.8285
C 1.0120 -1.1283 -2.3273
N 1.1667 -0.9953 -0.8904
C 0.5806 -1.8294 -0.0090
N 0.6187 -1.5125 1.3056
H 0.1089 -2.1618 1.8873
C 0.9087 -0.2179 1.8923
C 1.0952 -0.3930 3.4066
C -0.2317 -0.2277 4.1390
C -0.7304 1.2178 4.0193
C -0.3015 1.8481 2.6888
C -0.2210 0.7907 1.5939
H -0.0637 1.2650 0.6232
H -1.1703 0.2541 1.5381
H 0.6767 2.3221 2.7938
H -1.0110 2.6251 2.4011
H -1.8183 1.2288 4.1002
H -0.3358 1.8163 4.8419
H -0.1135 -0.4939 5.1900
H -0.9657 -0.9128 3.7110
H 1.5228 -1.3784 3.5987
H 1.8023 0.3499 3.7776
H 1.8559 0.1423 1.4699
S -0.1052 -3.2705 -0.4545
H 1.4611 -0.0877 -0.5650
C -0.1984 -0.3438 -2.7879
C -1.2765 -0.9969 -3.3683
C -2.4012 -0.2897 -3.7560
C -2.4628 1.0793 -3.5622
C -1.3943 1.7384 -2.9784
C -0.2704 1.0305 -2.5931
H 0.5572 1.5596 -2.1394
H -1.4370 2.8066 -2.8211
H -3.3411 1.6321 -3.8615
H -3.2338 -0.8104 -4.2055
H -1.2365 -2.0670 -3.5063
H 0.8421 -2.1927 -2.5186
*
```

The value obtained for the calculated total energy is -29728.446 eV. The calculation puts the maximum force at 0.017 Eh/bohr. For the frontier orbital gap, the calculation gives 8.52 eV. The energy above the lowest of the compared OMol25 structures with the same formula, charge and spin is 6.2 kcal/mol.

# 6
# C4H12N2

2 unconnected molecules or ions with the total composition C4H12N2 (ωB97M-V/def2-TZVPD, the OMol25 dataset).

ORCA input file:
```
! wB97M-V def2-TZVPD RIJCOSX def2/J DEFGRID3
* xyz 1 2
C -3.4636 -1.0659 -0.3427
C -2.2090 -0.7072 0.1402
N -1.5906 0.3473 -0.3540
H -3.9340 -0.3566 -1.0205
H -3.9475 -2.0279 -0.2678
H -1.6648 -1.3365 0.8335
H -2.0641 0.7476 -1.1582
H -0.5655 0.3423 -0.3495
C 2.1832 -0.5557 -0.4653
N 1.4040 0.0919 0.6054
C 1.6910 1.5048 0.7627
H 2.2267 -1.6290 -0.2895
H 1.7758 -0.3453 -1.4560
H 3.2272 -0.2441 -0.4343
H 1.5503 -0.5142 1.3987
H 2.5926 1.8406 0.2501
H 1.8975 1.7799 1.7915
H 0.8905 2.1280 0.3555
*
```

The value obtained for the calculated total energy is -7313.909 eV. The calculation puts the maximum force at 0.030 Eh/bohr. For the frontier orbital gap (alpha / beta), the calculation gives 8.88 / 5.48 eV. The energy above the lowest of the compared OMol25 structures with the same formula, charge and spin is 12.3 kcal/mol.